(1)
# C23H24N4O5

C23H24N4O5 in the gas phase in a non-equilibrium geometry (wB97M-V/def2-TZVPD, OMol25).

XYZ file:
```
56
Properties=species:S:1:pos:R:3:forces:R:3
O 7.1978 -0.5869 1.5204 -0.24 0.36 0.22
O 6.5863 -1.5413 -0.4862 -0.40 0.16 -0.25
O -4.8442 1.8851 1.0265 0.05 0.20 0.05
O -2.3732 3.2569 0.8512 0.10 0.14 0.15
O -2.7279 3.3361 -1.2686 -0.27 0.29 -0.13
N -4.4361 -0.3230 0.6995 -0.08 0.26 0.05
N 1.6248 1.7385 -0.2500 0.17 0.20 0.07
N -0.8357 0.5479 -1.2259 -0.16 -0.05 -0.34
N -2.6561 2.7470 -0.2081 0.35 0.29 0.12
C -2.9285 1.3309 -0.2093 -0.07 -1.11 -0.19
C -2.5498 -3.2567 -1.5837 0.09 -0.02 -0.05
C 3.9479 1.0325 -0.3919 0.05 0.02 0.01
C -0.3222 1.7856 -1.7784 0.18 0.60 -0.09
C -2.0683 -1.9695 -1.5715 -0.13 -0.01 0.03
C -3.6033 -3.5978 -0.7439 0.01 0.12 0.01
C -3.7639 -1.3096 0.0248 0.46 -0.22 -0.33
C 4.6599 -0.0489 -0.9162 0.23 -0.12 0.08
C 4.3212 1.6004 0.8177 -0.07 -0.02 -0.15
C -4.1375 1.0239 0.5373 -0.14 -0.02 -0.18
C 5.7339 -0.5086 -0.1945 0.12 0.32 0.54
C 7.5132 -1.5880 0.5778 0.96 -0.81 0.10
C -5.0730 -1.1762 2.9197 -0.07 0.04 -0.23
C 2.7656 1.5955 -1.1379 -0.05 0.04 0.03
C -2.6206 -0.9901 -0.7360 -0.29 -0.25 0.16
C -2.0921 0.3672 -0.7280 -0.29 0.71 0.34
C 6.1028 0.0686 1.0203 -0.26 -0.18 -0.56
C 1.1050 0.4926 0.2643 -0.14 -0.34 -0.11
C -4.2079 -2.6405 0.0372 -0.09 -0.05 0.06
C 0.2525 -0.2931 -0.7567 0.48 -0.08 0.53
C -5.5528 -0.6243 1.5816 -0.27 0.02 0.34
C 5.4054 1.1273 1.5501 0.29 -0.24 0.01
C 0.5417 2.5525 -0.7606 -0.21 -0.04 -0.19
H -2.1154 -3.9934 -2.2409 0.05 -0.06 -0.07
H 4.3885 -0.5072 -1.8534 -0.08 -0.06 -0.15
H -4.4441 -0.4419 3.4167 0.05 0.06 0.06
H 7.4692 -2.5772 1.0610 -0.07 0.25 -0.10
H -0.1344 -1.1884 -0.2734 0.07 0.04 -0.09
H 3.7408 2.4256 1.1978 -0.09 0.09 0.06
H 1.9384 -0.1292 0.5957 -0.05 -0.03 0.07
H 0.8741 -0.5881 -1.6086 -0.06 -0.09 -0.01
H 8.5304 -1.4210 0.1878 -0.26 0.04 0.06
H 0.9479 3.4501 -1.2284 0.00 0.04 0.00
H 0.4790 0.7294 1.1310 -0.01 -0.10 0.02
H -6.2415 -1.3119 1.0864 0.05 0.07 -0.01
H 0.3129 1.5050 -2.6280 -0.05 0.01 0.02
H -4.4994 -2.0914 2.7897 0.05 -0.09 0.05
H -3.9722 -4.6119 -0.7237 -0.06 -0.08 0.02
H 3.0192 2.5982 -1.4969 -0.07 -0.06 -0.09
H 5.6919 1.5694 2.4891 0.04 0.07 0.14
H 2.5614 0.9679 -2.0203 0.07 0.06 -0.02
H -1.1315 2.4037 -2.1612 0.17 -0.18 -0.01
H -6.0696 0.3248 1.7437 0.04 -0.27 -0.12
H -5.0489 -2.9283 0.6440 -0.08 0.02 0.09
H -1.2708 -1.6935 -2.2422 0.11 0.05 -0.01
H -0.0620 2.8612 0.0974 -0.05 0.05 -0.11
H -5.9284 -1.3858 3.5560 -0.06 -0.05 0.11
```
Positions in Å, forces in eV/Å.

Output
**Charge**: 0
**Gap between HOMO and LUMO**: 0.29509 hartree
**Highest occupied orbital energy**: -8.07 eV
**E_tot**: -40435.1344 eV
**Energy relative to the best compared isomer or geometry (same formula, charge and spin)**: 6.8327 eV

Here are the Löwdin charges for atoms 1 to 2, given in e: 0.0335 0.0334

---

(2)
# C6H6N2

A molecular structure, C6H6N2 in a non-equilibrium geometry (wB97M-V/def2-TZVPD, OMol25).

XYZ file:
```
14
Properties=species:S:1:pos:R:3:forces:R:3
N -1.5708 -0.8258 2.2082 3.36 0.82 -8.89
N 1.3649 1.4240 -2.1419 -0.22 0.01 0.81
C 1.1228 0.8301 -1.1797 0.93 -2.05 0.31
C -1.6006 0.2621 -0.9893 -1.46 -3.47 -3.64
C 0.8000 -0.1925 -0.0979 -2.56 2.26 -2.49
C 1.6321 -0.3351 1.1172 3.48 1.20 -3.55
C -1.1092 -0.7014 1.0390 -4.89 -2.71 12.75
C -0.5616 -0.4034 -0.1493 1.85 2.17 -0.72
H 1.9030 0.7572 1.2173 0.10 -1.24 0.96
H 1.1003 -0.7752 1.8771 -0.94 -0.78 1.96
H -2.8184 -0.4370 -0.7347 3.99 1.90 -1.47
H 2.6005 -0.9128 0.8315 -1.53 0.98 0.82
H -1.9572 1.2726 -0.7236 1.02 -0.28 -0.39
H -0.9059 0.0371 -2.2740 -3.14 1.20 3.53
```
Positions in Å, forces in eV/Å.

Output
**Charge**: 0
**Gap between HOMO and LUMO**: 0.32475 hartree
**Highest occupied orbital energy**: -9.91 eV
**E_tot**: -9293.6263 eV
**Energy relative to the best compared isomer or geometry (same formula, charge and spin)**: 5.1182 eV

Here are the Löwdin charges for atoms 1 to 2, given in e: 0.1688 0.1613

---

(3)
# C7H7O5PS

A gas-phase ion, C7H7O5PS (charge -2) in a non-equilibrium geometry (wB97M-V/def2-TZVPD, OMol25).

XYZ file:
```
21
Properties=species:S:1:pos:R:3:forces:R:3
S -2.5275 0.3027 -0.0412 -0.63 -0.90 -0.20
P 0.5593 1.0174 -0.0070 0.60 -0.44 1.04
O -3.3308 0.2197 -1.2792 0.68 0.21 0.70
O 0.1694 2.0027 -1.0439 0.17 0.87 -1.89
O -3.1435 -0.3747 1.1124 0.19 0.50 -0.45
O 3.3705 1.6303 -0.1224 0.31 0.20 0.18
O 0.4113 1.5151 1.3973 -0.04 -0.26 1.00
C -0.5454 -1.5878 -0.4074 -0.59 -1.77 -0.53
C 2.7121 0.6183 0.0002 -3.09 1.32 -0.81
C 2.0788 -1.8287 -0.0487 1.96 0.29 0.28
C -2.3055 2.0432 0.3537 3.71 -1.82 -0.27
C 2.9786 -0.6855 0.2153 0.27 -3.37 0.10
C -0.9115 -0.3529 -0.2384 1.93 3.85 0.77
C 0.7714 -2.1650 -0.3671 1.37 -0.05 0.31
H -3.2601 2.3990 0.3096 -2.47 1.34 -0.15
H -1.4797 2.4135 -0.3399 -1.39 -0.12 0.26
H -1.3395 -2.3167 -0.6153 0.19 -0.13 0.14
H 2.7760 -2.7467 -0.0230 -1.32 1.07 -0.15
H 0.7480 -3.2029 -0.5798 -0.28 -1.06 -0.13
H -1.7901 2.0673 1.3204 -0.48 0.01 0.04
H 4.0580 -0.9682 0.4043 -1.10 0.25 -0.24
```
Positions in Å, forces in eV/Å.

Output
**Charge**: -2
**Gap between HOMO and LUMO**: 0.21066 hartree
**Highest occupied orbital energy**: -0.14 eV
**E_tot**: -37732.2264 eV
**Energy relative to the best compared isomer or geometry (same formula, charge and spin)**: 2.0755 eV

Here are the Löwdin charges for atoms 1 to 2, given in e: 0.6182 0.4998

---

(4)
# C3H10NOS

2 unconnected molecules or ions with the total composition C3H10NOS (wB97M-V/def2-TZVPD, OMol25).

XYZ file:
```
16
Properties=species:S:1:pos:R:3:forces:R:3
S -0.6737 -0.5916 -1.3149 -0.05 0.08 -0.16
O 2.8804 0.1363 -1.5550 -0.15 0.18 -0.29
N -1.8291 0.8093 1.2561 0.05 -0.58 -0.29
C 0.5534 1.0694 1.5565 -0.15 -0.19 0.23
C -0.5728 0.0681 1.4398 -0.40 0.29 0.03
C -0.2713 -0.9974 0.3635 0.48 -0.05 0.45
H -1.7866 1.2600 0.3461 0.02 0.19 0.01
H 2.8129 0.6287 -2.3877 0.07 -0.19 0.31
H 1.9620 -0.0260 -1.3080 0.09 0.05 -0.05
H -0.6747 -0.4546 2.3952 0.11 -0.09 -0.05
H 0.8230 -1.1701 0.3513 -0.26 -0.13 -0.02
H 0.6460 1.6443 0.6423 0.15 0.12 -0.26
H -2.5800 0.1307 1.1555 -0.15 0.11 0.17
H 0.3293 1.7498 2.3685 0.03 0.21 0.12
H -0.6986 -1.9629 0.6375 -0.14 -0.05 -0.15
H 1.4821 0.5543 1.7746 0.30 0.05 -0.05
```
Positions in Å, forces in eV/Å.

Output
**Charge**: 0
**Gap between HOMO and LUMO (alpha / beta)**: 0.38158 / 0.25533 hartree
**Highest occupied orbital energy (alpha / beta)**: -9.67 / -9.34 eV
**E_tot**: -17644.7535 eV
**Energy relative to the best compared isomer or geometry (same formula, charge and spin)**: 0.0450 eV
**⟨S²⟩**: 0.753
**Multiplicity**: 2

Here are the Löwdin charges for atoms 1 to 2, given in e: 0.6791 -0.0686

---

(5)
# C36H31AsClN2O5PRuS

A molecular structure, C36H31AsClN2O5PRuS in a non-equilibrium geometry (wB97M-V/def2-TZVPD, OMol25).

XYZ file:
```
79
Properties=species:S:1:pos:R:3:forces:R:3
Ru 0.6588 0.6560 2.4454 0.84 -1.79 1.33
As 0.6899 1.9763 -3.6636 0.05 -0.04 0.06
Cl 2.7061 1.7938 1.7914 0.55 0.50 -0.27
S 4.0478 0.7763 -0.3020 0.21 -0.06 0.32
P -0.1128 0.0045 0.3632 -0.73 0.98 0.45
O 3.0583 -2.3114 4.3665 0.47 -0.65 0.17
O -0.7406 -1.6114 3.5873 0.11 0.77 -0.18
O 2.1129 -1.1781 2.7514 -1.15 0.75 -3.04
O -0.0692 2.6054 3.3006 -0.49 -0.24 -0.54
O -0.3976 3.6600 5.2759 0.03 -0.17 -0.34
N 6.2484 -0.1006 1.2567 -0.52 0.16 -0.34
N 1.2512 0.6777 4.4704 -0.92 1.54 -1.20
C 3.3918 -1.4017 -5.6136 -0.08 0.05 -0.04
C 2.8820 0.0242 -3.7395 -0.04 0.03 0.03
C 0.8007 1.6350 5.2619 -0.25 0.41 0.08
C 1.7023 0.5228 7.1529 0.26 -0.53 0.13
C -0.4010 -1.8031 0.3509 0.17 -0.03 0.00
C -0.5665 -4.5961 0.3939 0.01 0.02 0.01
C 1.9096 -0.3339 4.9513 0.72 -1.37 -0.09
C 2.1609 -0.4707 6.2882 0.31 -0.21 0.87
C 2.2612 -0.9270 -6.2731 0.03 0.04 0.11
C -3.7370 0.4036 -4.4019 0.05 0.05 0.03
C 0.6700 -3.9740 0.2742 0.00 0.02 0.00
C 2.3444 -1.3040 3.9011 0.21 0.27 2.61
C -1.6267 -2.4368 0.5272 0.01 -0.02 0.07
C -2.9752 2.9055 0.3284 -0.05 -0.06 -0.02
C -1.1059 1.2440 -3.9365 -0.09 -0.06 0.02
C -1.4024 -0.1105 -4.0900 -0.12 0.03 -0.02
C -2.1493 2.1675 -4.0023 -0.03 -0.08 -0.01
C -3.9670 1.0566 -0.8392 0.04 -0.11 -0.05
C 5.3385 0.2612 0.6246 0.38 -0.16 0.23
C 1.7447 0.5016 -4.3855 0.05 -0.01 -0.26
C 0.7527 -2.5892 0.2598 -0.07 0.00 -0.02
C -4.0647 2.3412 -0.3263 0.06 0.09 0.05
C -2.7091 -0.5283 -4.3198 0.02 0.10 0.02
C 1.4509 0.0246 -5.6662 0.15 -0.10 0.08
C -2.7871 0.3332 -0.6944 0.05 0.06 -0.10
C -3.4562 1.7540 -4.2315 0.06 -0.07 0.01
C 0.7471 0.1766 -1.2646 -0.04 0.31 0.09
C -1.8121 2.1672 0.5091 -0.21 -0.11 -0.09
C -0.8393 -0.4244 3.2618 -0.36 -0.03 -0.04
C -1.7059 0.8658 0.0091 -0.12 -0.19 -0.14
C -1.7098 -3.8245 0.5359 0.00 0.06 0.00
C 0.0243 2.7526 4.5588 0.14 0.05 0.25
C 3.6988 -0.9232 -4.3478 -0.03 0.02 -0.02
C -2.1421 0.3114 3.6312 0.01 -0.46 0.01
C 1.0157 1.5911 6.6331 -0.21 0.44 -0.19
C 0.9084 1.6316 -1.7370 -0.09 -0.36 0.13
H -2.9910 -0.3857 3.6038 0.17 0.07 0.03
H 1.7259 -2.1095 0.2176 -0.04 -0.06 -0.08
H 1.5729 -4.5706 0.2008 -0.03 0.05 0.00
H -2.5213 -1.8541 0.7020 0.01 0.00 -0.05
H 3.1444 0.3904 -2.7519 0.01 -0.06 -0.15
H 2.0134 -1.2941 -7.2623 0.01 0.02 0.02
H 0.5779 0.3957 -6.1904 -0.01 0.00 -0.02
H 0.1663 -0.4160 -1.9698 -0.06 -0.06 -0.07
H -0.6352 -5.6780 0.4011 0.01 0.04 0.00
H 0.1734 2.2825 -1.2640 -0.02 0.09 -0.01
H -0.9919 2.5907 1.0676 0.13 0.07 0.17
H -2.0476 0.6847 4.6571 0.02 0.00 -0.04
H 1.8841 2.0323 -1.4714 0.07 0.05 0.13
H -2.6750 -4.3007 0.6684 0.05 0.03 0.01
H -4.8109 0.6135 -1.3597 0.11 0.03 0.01
H -4.9869 2.9037 -0.4365 0.08 -0.04 0.01
H -2.7105 -0.6493 -1.1442 -0.03 0.01 0.02
H 1.8736 0.4491 8.2207 0.05 -0.05 -0.07
H 2.7103 -1.3368 6.6367 -0.07 0.11 0.05
H -0.6131 -0.8507 -4.0473 0.02 0.01 -0.01
H 1.7152 -0.3036 -1.1474 0.06 -0.05 -0.09
H 3.3052 -2.8298 3.5844 0.07 -0.12 0.11
H -2.3262 1.1621 2.9849 0.00 0.12 -0.05
H -3.0399 3.9105 0.7313 0.03 -0.07 -0.02
H -2.9225 -1.5850 -4.4320 0.01 0.02 -0.02
H -4.7536 0.0783 -4.5960 0.06 0.02 0.04
H 4.5792 -1.2830 -3.8289 -0.03 0.02 0.01
H -1.9340 3.2239 -3.8776 -0.02 -0.02 -0.02
H 4.0345 -2.1330 -6.0911 -0.05 0.02 0.04
H -4.2538 2.4864 -4.2763 0.02 -0.02 0.00
H 0.6379 2.4035 7.2426 -0.02 -0.07 -0.11
```
Positions in Å, forces in eV/Å.

Output
**Charge**: -1
**Gap between HOMO and LUMO (alpha / beta)**: 0.26258 / 0.21436 hartree
**Highest occupied orbital energy (alpha / beta)**: -4.90 / -4.87 eV
**E_tot**: -147123.3970 eV
**Energy relative to the best compared isomer or geometry (same formula, charge and spin)**: 2.5073 eV
**⟨S²⟩**: 0.758
**Multiplicity**: 2

Here are the Löwdin charges for atoms 1 to 2, given in e: 0.7243 1.2966

---

(6)
# C8H13CuN2

A molecular structure, C8H13CuN2 in a non-equilibrium geometry (wB97M-V/def2-TZVPD, OMol25).

XYZ file:
```
24
Properties=species:S:1:pos:R:3:forces:R:3
Cu -1.7264 -1.9646 -1.2351 1.01 0.55 0.51
N -1.9410 -0.5330 -3.0054 -0.22 0.10 -0.60
N -0.5166 -0.4763 -0.3242 1.20 0.61 -0.18
C 0.8106 0.9965 2.5652 0.34 0.43 2.24
C 2.4158 3.0016 1.4578 -0.56 -0.73 -1.25
C 0.1154 0.2593 0.3285 0.77 0.80 0.86
C 1.7086 2.1327 0.6204 1.35 1.63 -0.08
C 2.3201 2.8709 2.8479 0.63 0.87 0.78
C 0.8788 1.1342 1.1678 -1.44 -1.66 -1.59
C 1.5180 1.8646 3.4035 -0.97 -1.24 -0.69
C -1.2822 -3.7040 -2.0328 0.56 -0.34 0.69
H -0.4016 -2.9938 -0.8992 -2.04 0.09 -2.14
H -2.2977 -0.9169 -3.8854 0.17 0.27 0.34
H 3.0439 3.7855 1.0197 -0.21 -0.31 0.12
H 1.4383 1.7518 4.4878 0.04 -0.01 -0.31
H 1.7902 2.2167 -0.4644 0.01 0.07 0.25
H -1.6257 -4.3202 -1.2348 0.21 -1.55 0.23
H -2.2868 -3.5102 -2.5017 0.87 0.61 -0.14
H 2.8722 3.5496 3.5029 -0.15 -0.17 -0.20
H -2.6909 -1.2694 -0.2374 -1.33 -0.36 0.28
H -1.1140 0.0293 -3.2056 -0.19 -0.22 0.12
H 0.1946 0.1989 2.9865 0.16 0.27 -0.05
H -2.6515 0.0891 -2.6217 0.22 -0.24 0.03
H -0.5721 -4.1922 -2.7403 -0.44 0.54 0.78
```
Positions in Å, forces in eV/Å.

Output
**Charge**: -1
**Gap between HOMO and LUMO (alpha / beta)**: 0.13124 / 0.24059 hartree
**Highest occupied orbital energy (alpha / beta)**: -0.33 / -3.31 eV
**E_tot**: -56122.4918 eV
**⟨S²⟩**: 0.768
**Multiplicity**: 2

Here are the Löwdin charges for atoms 1 to 2, given in e: -0.0817 0.0003

---

(7)
# C4H14NO3

3 unconnected molecules or ions with the total composition C4H14NO3 in a non-equilibrium geometry (wB97M-V/def2-TZVPD, OMol25).

XYZ file:
```
22
Properties=species:S:1:pos:R:3:forces:R:3
O -1.7414 0.9547 -2.7892 0.54 -1.28 0.10
O 0.6615 -2.9108 0.3452 -0.82 -1.43 1.57
O -2.0202 0.3771 -0.3858 -0.40 -0.27 -0.92
N 0.5386 1.1313 -0.5728 1.02 0.94 1.34
C 1.3995 0.0393 -0.9823 -0.96 -0.71 0.31
C -1.2750 0.0177 0.6762 -1.35 1.79 0.24
C 0.0314 0.8959 0.8273 -1.65 0.20 -1.52
C 0.8804 0.1528 1.8435 2.93 2.46 -1.99
H 0.3429 0.3499 2.7073 -0.72 -0.36 2.13
H -0.9680 -1.0529 0.6434 -0.15 0.11 0.36
H 1.0254 -2.3743 -0.3300 0.27 1.02 -0.96
H 1.9744 0.3256 -1.9033 -0.93 -0.82 0.47
H -0.2687 1.2488 -1.2324 0.87 -0.39 1.02
H 1.8756 0.7137 1.9049 -0.97 -0.71 0.31
H -0.2264 1.9410 1.2138 0.15 -1.45 -0.24
H 1.1322 -0.8714 1.6246 -0.39 -0.34 0.10
H 0.6088 -0.8128 -1.0064 1.99 0.42 -1.08
H -2.1888 1.7902 -2.8225 -0.36 0.39 0.38
H 2.1741 -0.2152 -0.1989 -0.84 0.39 -0.76
H -1.8435 0.5200 -1.8075 -0.16 0.99 -0.55
H -1.9870 0.2326 1.5400 1.23 -0.78 0.26
H -0.1259 -2.4532 0.7051 0.71 -0.16 -0.57
```
Positions in Å, forces in eV/Å.

Output
**Charge**: -1
**Gap between HOMO and LUMO**: 0.27698 hartree
**Highest occupied orbital energy**: -3.65 eV
**E_tot**: -12006.7881 eV
**Energy relative to the best compared isomer or geometry (same formula, charge and spin)**: 2.1082 eV

Here are the Löwdin charges for atoms 1 to 2, given in e: -0.2055 -0.0804